Here is one molecule with the formula C7H8O2 in a non-equilibrium geometry from OMol25. Energies are from the ωB97M-V functional and the def2-TZVPD basis.

The energy comes out at -421.898686 Eh. For the maximum force, the calculation gives 0.1015 hartree/bohr. Its HOMO-LUMO gap is 9.287 eV. Its energy above the lowest of the compared OMol25 structures with the same formula, charge and spin is 71.8 kcal/mol. As for the structure (SMILES): CC#C/C(O)=C/C(C)=O. The calculation puts the lowest unoccupied orbital energy at 0.15 eV. The molar mass comes out at 124.1 Da.

```
! wB97M-V def2-TZVPD RIJCOSX def2/J DEFGRID3
* xyz 0 1
C 1.389 1.172 -0.115
C 2.458 0.669 -0.071
C -0.883 0.193 -0.190
C -0.162 1.370 -0.066
C -2.317 0.299 -0.043
C 3.734 0.074 0.070
C -3.109 -0.898 0.194
O -2.892 1.408 -0.104
O -0.544 2.599 0.239
H -0.256 -0.745 -0.192
H 4.132 -0.088 1.129
H 4.422 0.783 -0.422
H 3.772 -1.007 -0.482
H -2.509 -1.749 -0.184
H -4.153 -0.877 -0.224
H -3.311 -0.854 1.405
H -1.595 2.416 0.199
*
```